Version a
DFT (the ωB97M-V functional and the def2-TZVPD basis) results for an isolated molecule of C9H11NO3.

Positions of all 24 atoms, in Å:
1 O -2.119 -0.102 -2.789
2 O 1.043 -0.575 1.079
3 O -2.991 -1.981 -1.892
4 N -0.976 0.714 -2.555
5 C -0.773 -1.709 0.071
6 C -1.054 -0.943 -0.938
7 C -0.442 0.396 -1.265
8 C 1.139 0.752 0.755
9 C 0.519 1.037 -0.615
10 C 2.664 1.178 0.606
11 C -2.158 -1.154 -1.989
12 C -1.028 -2.883 0.886
13 C 0.353 1.721 1.709
14 H 0.070 2.739 1.365
15 H -0.991 1.753 -2.880
16 H -1.277 -2.475 1.897
17 H 3.177 1.329 1.541
18 H -0.396 -3.707 1.011
19 H 0.943 1.794 2.634
20 H -1.987 -3.343 0.521
21 H 0.842 1.975 -1.046
22 H -0.528 1.039 2.004
23 H 3.256 0.418 -0.018
24 H 2.716 2.027 -0.093

**HOMO energy**: -8.3 eV
**LUMO**: -1.022 eV
**Gap between HOMO and LUMO**: 7.32 eV



Version b
DFT (the ωB97M-V functional and the def2-TZVPD basis) results for an isolated molecule of C9H11NO3.

Positions of all 24 atoms, in Å:
1 O 2.766 0.029 1.254
2 O -1.513 2.482 -0.532
3 O -0.282 0.421 -1.649
4 N 1.467 0.384 1.435
5 C 1.773 -0.027 -0.747
6 C -0.518 0.416 -0.193
7 C -1.542 -0.756 0.034
8 C 1.058 -0.106 -2.024
9 C 2.902 -0.234 -0.024
10 C -0.966 -2.246 -0.167
11 C -1.063 1.734 0.263
12 C 0.862 0.210 0.328
13 C -1.160 1.930 1.702
14 H 1.486 0.430 -2.829
15 H -1.790 -2.954 -0.020
16 H 1.041 -1.087 -2.338
17 H 3.947 -0.325 -0.372
18 H -0.218 2.488 1.952
19 H -1.102 0.896 2.118
20 H -0.195 -2.617 0.586
21 H -2.413 -0.573 -0.636
22 H -0.372 -2.348 -1.153
23 H -2.089 -0.588 0.995
24 H -2.079 2.441 2.015

**HOMO energy**: -9.5 eV
**LUMO**: 0.726 eV
**Gap between HOMO and LUMO**: 10.20 eV



Result of the stability comparison: version b is the most stable of them.



Version a
DFT (the ωB97M-V functional and the def2-TZVPD basis) results for a cluster of 2 separate species, C5H14N4O in total.

Positions of all 24 atoms, in Å:
1 O -1.017 1.345 -0.675
2 N -2.895 -0.144 0.706
3 N -0.999 -0.362 -2.192
4 N -1.799 -0.702 0.002
5 N 0.381 -1.401 1.829
6 C -1.069 0.125 -0.868
7 C 1.901 0.452 -1.183
8 C 1.184 -0.613 -0.383
9 C 0.980 -0.436 1.272
10 C 1.002 0.992 1.718
11 H -2.507 0.272 1.557
12 H 1.931 0.139 -2.228
13 H 0.918 -1.600 -0.755
14 H 1.354 1.389 -1.129
15 H -1.367 -1.274 -2.406
16 H 0.018 -1.175 2.755
17 H 2.075 -0.982 0.347
18 H -0.764 0.333 -2.886
19 H 1.980 1.445 1.560
20 H -1.940 -1.671 -0.241
21 H 0.255 1.545 1.138
22 H 0.725 1.064 2.770
23 H 2.917 0.639 -0.846
24 H -3.265 0.621 0.140

**HOMO energy**: -8.6 eV
**LUMO**: 0.845 eV
**Gap between HOMO and LUMO**: 9.44 eV



Version b
DFT (the ωB97M-V functional and the def2-TZVPD basis) results for a structure of composition C5H14N4O.

Positions of all 24 atoms, in Å:
1 O -0.497 2.340 0.863
2 N -1.301 -0.993 -0.947
3 N -2.146 0.036 -1.003
4 N -0.237 1.707 -0.390
5 N 0.308 -2.237 0.148
6 C 1.227 0.363 -1.698
7 C 1.689 0.651 0.790
8 C -1.128 -0.794 1.541
9 C -0.640 -1.196 0.173
10 C 0.737 0.807 -0.351
11 H 1.515 -0.684 -1.658
12 H -2.369 0.169 -1.990
13 H 0.221 -2.885 0.920
14 H -1.417 1.091 -0.669
15 H 1.295 1.062 1.714
16 H 0.470 0.497 -2.468
17 H -0.884 3.183 0.597
18 H 2.113 0.947 -1.971
19 H -1.465 0.238 1.561
20 H 0.296 -2.724 -0.740
21 H 2.627 1.160 0.551
22 H -1.979 -1.426 1.813
23 H 1.911 -0.408 0.924
24 H -0.346 -0.903 2.290

**HOMO energy (spin up / spin down)**: -7.2 / -7.2 eV
**LUMO (spin up / spin down)**: 0.820 / 0.820 eV
**Gap between HOMO and LUMO (spin up / spin down)**: 8.04 / 8.04 eV



Result of the stability comparison: version a is the most stable of them.



Version a
DFT (the ωB97M-V functional and the def2-TZVPD basis) results for an isolated molecule of C6H8O3S.

Positions of all 18 atoms, in Å:
1 S -2.343 0.643 0.073
2 O -3.084 -0.556 0.350
3 O -0.817 0.611 0.753
4 O -1.712 0.522 -1.464
5 C 0.473 -1.346 0.184
6 C -0.304 -2.034 0.957
7 C 0.215 0.105 -0.163
8 C 1.605 1.900 0.880
9 C 1.384 1.066 -0.114
10 C -0.383 0.113 -1.579
11 H 2.261 1.065 -0.882
12 H 0.047 0.954 -2.127
13 H 1.464 -1.742 -0.160
14 H 2.461 2.491 0.869
15 H -0.530 -0.963 -1.868
16 H -1.290 -1.743 1.331
17 H -0.232 -3.024 1.364
18 H 0.785 1.939 1.596

**HOMO energy**: -10.2 eV
**LUMO**: 0.766 eV
**Gap between HOMO and LUMO**: 10.95 eV



Version b
DFT (the ωB97M-V functional and the def2-TZVPD basis) results for an isolated molecule of C6H8O3S.

Positions of all 18 atoms, in Å:
1 S 1.860 1.487 0.296
2 O 1.691 1.668 1.725
3 O -1.163 0.098 -0.145
4 O 3.743 -0.894 -0.412
5 C 0.301 2.209 -0.607
6 C -0.856 1.196 -1.021
7 C 2.564 -1.144 -0.269
8 C 1.551 -0.219 -0.145
9 C -0.361 -1.821 1.153
10 C -0.176 -0.555 0.338
11 H 0.279 -1.739 1.938
12 H 0.740 2.531 -1.519
13 H -1.485 -2.041 1.447
14 H -0.674 0.622 -1.863
15 H 0.047 3.083 -0.056
16 H 2.301 -2.233 -0.391
17 H -0.278 -2.713 0.556
18 H -1.927 1.561 -1.204

**HOMO energy (spin up / spin down)**: -8.5 / -8.5 eV
**LUMO (spin up / spin down)**: -0.808 / -0.807 eV
**Gap between HOMO and LUMO (spin up / spin down)**: 7.65 / 7.65 eV



Version c
DFT (the ωB97M-V functional and the def2-TZVPD basis) results for a cluster of 2 separate species, C6H8O3S in total.

Positions of all 18 atoms, in Å:
1 S -1.871 -0.409 -1.105
2 O 0.406 1.419 1.662
3 O -0.033 -2.428 0.677
4 O 0.494 -1.464 2.729
5 C 0.626 -1.431 1.335
6 C -0.047 1.342 -1.427
7 C -0.824 0.760 -0.346
8 C -0.395 0.903 -2.766
9 C -0.579 0.721 1.007
10 C -1.467 0.011 -2.713
11 H 0.007 1.101 -3.711
12 H 1.208 1.607 1.134
13 H 0.628 -0.548 3.139
14 H -1.984 -0.463 -3.531
15 H 1.541 -1.043 0.815
16 H 1.049 1.712 -1.109
17 H -0.830 -2.705 1.190
18 H -1.394 0.388 1.694

**HOMO energy (spin up / spin down)**: -6.7 / -6.6 eV
**LUMO (spin up / spin down)**: 0.067 / 0.558 eV
**Gap between HOMO and LUMO (spin up / spin down)**: 6.78 / 7.16 eV



Result of the stability comparison: version a is the most stable of them.



Version a
DFT (the ωB97M-V functional and the def2-TZVPD basis) results for a structure of composition C3H4N2.

Positions of all 9 atoms, in Å:
1 N 0.178 -1.314 0.234
2 N -0.633 0.694 -0.047
3 C 0.742 0.856 -0.002
4 C 1.314 -0.364 0.202
5 C -0.925 -0.625 0.030
6 H -1.939 -1.012 -0.006
7 H -1.323 1.435 -0.042
8 H 1.400 -1.506 -0.281
9 H 1.184 1.837 -0.087

**HOMO energy**: -9.0 eV
**LUMO**: 0.804 eV
**Gap between HOMO and LUMO**: 9.79 eV



Version b
DFT (the ωB97M-V functional and the def2-TZVPD basis) results for an isolated molecule of C3H4N2.

Positions of all 9 atoms, in Å:
1 N -0.789 -0.004 -1.376
2 N 0.144 -1.627 -0.014
3 C -0.136 -0.399 -0.194
4 C 0.093 0.609 0.817
5 C 0.929 1.332 1.326
6 H 0.324 -1.726 0.980
7 H -1.101 0.938 -1.499
8 H 1.722 1.571 2.014
9 H -1.185 -0.694 -2.055

**HOMO energy**: -9.3 eV
**LUMO**: 0.735 eV
**Gap between HOMO and LUMO**: 10.01 eV



Version c
DFT (the ωB97M-V functional and the def2-TZVPD basis) results for a cluster of 2 separate species, C3H4N2 in total.

Positions of all 9 atoms, in Å:
1 N 0.424 -1.478 0.234
2 N -0.775 -1.588 0.499
3 C 1.616 -1.376 0.166
4 C -0.018 1.574 0.088
5 C -1.123 1.860 -0.298
6 H -2.095 2.144 -0.635
7 H 0.952 1.279 0.431
8 H -1.250 -0.746 0.151
9 H 2.255 -1.713 -0.638

**HOMO energy**: -9.2 eV
**LUMO**: 1.020 eV
**Gap between HOMO and LUMO**: 10.19 eV



Result of the stability comparison: version b is the most stable of them.